1.
The following is a quantum chemistry calculation of a cluster of 2 separate species, C3H5ClS in total in a non-equilibrium geometry, from the Open Molecules 2025 dataset.

Results
E_HOMO (alpha / beta) = -8.33 / -8.33 eV
Energy = -975.506033 a.u.
Largest force on an atom = 3.6 eV/Å

Cartesian coordinates (Å):
1 C 0.8180 0.2168 -0.3211
2 C 0.4306 0.3982 1.1323
3 C -0.0133 -0.7764 0.3726
4 S -2.5760 -0.3608 -1.1446
5 Cl 0.0994 -2.4138 0.4826
6 H 0.5686 0.9452 -1.0285
7 H 1.7326 -0.0991 -0.6040
8 H 1.2948 0.4898 1.8167
9 H -0.4230 1.0617 1.1672
10 H -1.9316 0.5385 -1.8733

2.
The following is a quantum chemistry calculation of the molecule C4H5NO, from the Open Molecules 2025 dataset.

Results
E_HOMO = -9.50 eV
Energy = -285.396504 a.u.
Largest force on an atom = 0.8 eV/Å

Cartesian coordinates (Å):
1 C -0.2804 -1.0294 -0.0607
2 C -0.8050 1.3898 0.3307
3 C 0.1142 0.2553 0.0226
4 C 0.6199 -2.0561 -0.3777
5 N 1.3813 -2.8729 -0.6529
6 O 1.3837 0.6574 -0.1747
7 H -1.3069 -1.3106 0.1072
8 H 1.9560 -0.0913 -0.3979
9 H -0.3879 1.9863 1.1391
10 H -0.8824 2.0364 -0.5420
11 H -1.7926 1.0352 0.6061

3.
The following is a quantum chemistry calculation of a structure of composition C14H13BF4GdN4O3S2 in a non-equilibrium geometry, from the Open Molecules 2025 dataset.

Results
Spin multiplicity = 8
E_HOMO (alpha / beta) = -4.80 / -4.70 eV
Energy = -2972.893810 a.u.
Largest force on an atom = 2.3 eV/Å
Total charge = -1
<S²> = 16.05

Cartesian coordinates (Å):
1 Gd 0.1412 -1.1414 -0.6499
2 S 2.1082 -0.4289 1.2184
3 C 3.2776 0.4566 0.2976
4 C 4.1876 1.2720 1.0723
5 N 4.8937 1.9169 1.7134
6 C 3.3680 0.4848 -1.0596
7 S 2.3356 -0.3826 -2.1546
8 C 4.3383 1.3506 -1.6876
9 N 5.0796 2.0622 -2.2084
10 C -1.2670 2.4947 1.9788
11 C -1.1716 1.0344 1.6030
12 O -0.7888 0.7838 0.4527
13 C -1.4910 0.0257 2.5905
14 C -2.0293 0.4128 3.8394
15 C -2.3223 -0.4953 4.8189
16 C -2.0590 -1.8603 4.5756
17 C -1.5309 -2.2766 3.3870
18 C -1.2322 -1.3559 2.3402
19 O -0.7443 -1.7943 1.2409
20 H -0.9667 3.0983 1.1266
21 H -0.6089 2.7072 2.8227
22 H -2.2854 2.7634 2.2641
23 H -2.2210 1.4611 4.0314
24 H -2.7399 -0.1724 5.7633
25 H -2.2750 -2.5893 5.3491
26 H -1.3160 -3.3190 3.1889
27 C -0.0075 -0.0783 -4.8887
28 N 0.0369 1.1487 -4.1026
29 C -0.3009 1.1143 -2.7940
30 N -0.0031 2.2087 -2.0403
31 O -0.9424 0.1614 -2.3117
32 H -0.0178 0.1870 -5.9445
33 H -0.9129 -0.6243 -4.6451
34 H 0.8479 -0.7224 -4.6799
35 H 0.7724 1.7945 -4.3398
36 H 0.8203 2.7348 -2.2857
37 H -0.1478 2.0556 -1.0491
38 F -1.6336 -2.5775 -1.2146
39 B -0.5909 -3.3575 -1.7992
40 F -0.0515 -2.5523 -2.8243
41 F -0.9979 -4.5921 -2.1967
42 F 0.4484 -3.4090 -0.7985

4.
The following is a quantum chemistry calculation of the molecule C22H28N2O5 in a non-equilibrium geometry, from the Open Molecules 2025 dataset.

Results
E_HOMO = -8.08 eV
Energy = -1340.863208 a.u.
Largest force on an atom = 1.2 eV/Å

Cartesian coordinates (Å):
1 C 3.3336 1.0735 1.5648
2 H 2.5289 1.3712 2.2444
3 O 3.9385 -0.1300 1.9790
4 C 3.1817 -1.2639 1.9849
5 C 3.8416 -2.4170 2.4158
6 C 3.1669 -3.6262 2.4651
7 C 1.8294 -3.6825 2.0709
8 C 1.1826 -2.5429 1.6276
9 C 1.8529 -1.3198 1.5951
10 H 1.3478 -0.4220 1.2834
11 C -0.2467 -2.6778 1.2086
12 O -0.9736 -3.5628 1.6243
13 N -0.6539 -1.7729 0.2897
14 H -0.0640 -0.9832 0.0584
15 C -2.0228 -1.6851 -0.1487
16 H -2.0197 -1.2989 -1.1703
17 H -2.4373 -2.6966 -0.1472
18 C -2.8870 -0.7982 0.7685
19 C -4.2599 -0.5172 0.1498
20 C -4.1550 0.4433 -1.0349
21 H -5.1539 0.7247 -1.3724
22 H -3.6489 -0.0441 -1.8697
23 C -3.3842 1.7118 -0.6533
24 N -2.0931 1.3639 -0.1078
25 C -0.8806 1.5197 -0.6813
26 O 0.1127 0.9455 -0.2250
27 C -0.7138 2.3998 -1.8417
28 C 0.3319 2.4203 -2.7403
29 C 0.0549 3.4904 -3.6281
30 C -1.1129 4.0590 -3.2150
31 O -1.5887 3.4046 -2.1383
32 C -1.8906 5.2114 -3.7388
33 H -2.8452 4.8759 -4.1439
34 H -1.3281 5.7069 -4.5239
35 H -2.0969 5.9213 -2.9394
36 H 0.6568 3.7954 -4.4596
37 C 1.5114 1.5208 -2.8148
38 H 2.4222 2.0915 -2.6374
39 H 1.4389 0.7390 -2.0659
40 H 1.5817 1.0751 -3.8060
41 C -2.2094 0.5411 1.0797
42 H -1.2142 0.3873 1.4967
43 H -2.8144 1.0879 1.8115
44 H -3.2747 2.3556 -1.5214
45 H -3.9410 2.2613 0.1153
46 H -4.7218 -1.4520 -0.1711
47 H -4.9035 -0.0711 0.9120
48 H -3.0141 -1.3343 1.7137
49 H 1.2995 -4.6200 2.1099
50 O 3.7174 -4.8015 2.8745
51 C 5.0603 -4.8037 3.2917
52 H 5.7334 -4.5010 2.4828
53 H 5.2144 -4.1485 4.1552
54 H 5.2792 -5.8318 3.5762
55 H 4.8747 -2.3175 2.7049
56 H 2.9329 1.0012 0.5498
57 H 4.1234 1.8229 1.5920

5.
The following is a quantum chemistry calculation of a structure of composition C43H51F3FeN2OPS2, from the Open Molecules 2025 dataset.

Results
Spin multiplicity = 6
E_HOMO (alpha / beta) = -5.27 / -7.79 eV
Energy = -4554.890277 a.u.
Largest force on an atom = 0.2 eV/Å
<S²> = 8.81

Cartesian coordinates (Å):
1 Fe 0.1624 0.5650 0.0518
2 C 0.2836 4.4676 -2.0053
3 C -0.1922 3.1750 -1.4132
4 N 0.7348 2.3447 -0.8647
5 N 1.9647 2.8038 -0.9547
6 C 3.0094 2.1511 -0.4959
7 S 2.9480 0.5437 0.2495
8 S 4.5619 2.9383 -0.4641
9 C 4.4831 3.8163 1.1470
10 C 3.2582 4.6704 1.2746
11 C 3.1942 5.9264 0.6773
12 C 2.0347 6.6818 0.7464
13 C 0.9170 6.1879 1.4083
14 C 0.9705 4.9384 2.0068
15 C 2.1372 4.1893 1.9422
16 C -1.6088 2.8592 -1.4360
17 C -2.4365 3.5217 -2.3673
18 C -3.8098 3.3857 -2.3808
19 C -4.4263 2.5788 -1.4310
20 C -3.6485 1.8875 -0.5209
21 C -2.2533 1.9778 -0.5253
22 O -1.5729 1.2593 0.3642
23 H 1.0757 4.8875 -1.3877
24 H 0.7142 4.3269 -3.0032
25 H -0.5289 5.1862 -2.0740
26 H 4.5268 3.0736 1.9452
27 H 5.3988 4.4085 1.1842
28 H 4.0578 6.3062 0.1434
29 H 1.9992 7.6574 0.2783
30 H 0.0082 6.7742 1.4528
31 H 0.1023 4.5412 2.5180
32 H 2.1749 3.2111 2.4073
33 H -1.9772 4.1606 -3.1088
34 H -4.3966 3.9169 -3.1185
35 H -5.5047 2.4821 -1.4057
36 H -4.1013 1.2471 0.2270
37 F -1.7037 -0.0771 8.0858
38 C -2.3923 0.1695 6.9609
39 F -3.1229 1.2785 7.1747
40 F -3.2672 -0.8432 6.8013
41 C -1.5020 0.3158 5.7587
42 C -2.0885 0.6187 4.5368
43 C -1.3070 0.7378 3.4019
44 C 0.0738 0.5497 3.4967
45 C 0.6589 0.2615 4.7310
46 C -0.1302 0.1424 5.8622
47 C 0.9159 0.6107 2.3299
48 C 1.8523 0.6843 1.5458
49 H -3.1594 0.7621 4.4731
50 H -1.7436 0.9839 2.4418
51 H 1.7303 0.1264 4.7950
52 H 0.3186 -0.0856 6.8183
53 C 1.0835 -4.6456 2.0988
54 C 0.1258 -3.5202 2.4752
55 C -0.5541 -2.9587 1.2178
56 C 0.3942 -2.9661 -0.0047
57 C 1.8392 -2.8360 0.4873
58 C 2.2510 -4.0929 1.2638
59 P -0.0434 -1.6040 -1.1610
60 C 0.9270 -1.8036 -2.7304
61 C 2.1508 -0.8773 -2.8002
62 C 2.9118 -1.1533 -4.0923
63 C 3.5668 -2.5442 -4.0466
64 C 2.8019 -3.5032 -3.1236
65 C 1.2969 -3.2478 -3.1665
66 C -1.7649 -1.9072 -1.7590
67 C -1.9706 -3.2949 -2.4020
68 C -3.4619 -3.6445 -2.5382
69 C -4.2830 -2.3859 -2.7801
70 C -4.2135 -1.4588 -1.5556
71 C -2.9016 -1.6294 -0.7703
72 H 0.5320 -5.3968 1.5248
73 H 1.4599 -5.1546 2.9868
74 H 0.6779 -2.7279 2.9905
75 H -0.6352 -3.8681 3.1753
76 H -0.9108 -1.9417 1.4212
77 H -1.4403 -3.5525 0.9878
78 H 0.2975 -3.9214 -0.5288
79 H 1.8998 -1.9635 1.1425
80 H 2.5342 -2.6510 -0.3309
81 H 3.0923 -3.8454 1.9151
82 H 2.6090 -4.8563 0.5684
83 H 0.2123 -1.4079 -3.4618
84 H 2.8146 -1.0445 -1.9482
85 H 1.8301 0.1650 -2.7374
86 H 3.6637 -0.3832 -4.2671
87 H 2.2087 -1.0940 -4.9294
88 H 4.5967 -2.4554 -3.6946
89 H 3.6199 -2.9610 -5.0546
90 H 3.1621 -3.3962 -2.0982
91 H 3.0041 -4.5387 -3.4037
92 H 0.7765 -3.9968 -2.5720
93 H 0.9525 -3.3964 -4.1942
94 H -1.8508 -1.1411 -2.5425
95 H -1.4787 -4.0656 -1.8027
96 H -1.4985 -3.3154 -3.3863
97 H -3.8154 -4.1296 -1.6237
98 H -3.5971 -4.3691 -3.3427
99 H -5.3198 -2.6345 -3.0103
100 H -3.8906 -1.8716 -3.6630
101 H -5.0552 -1.6589 -0.8875
102 H -4.3076 -0.4211 -1.8751
103 H -2.9911 -2.4735 -0.0831
104 H -2.7024 -0.7420 -0.1680